Entry 1:
The molecule C3H4N2O at a distorted geometry. Source: the Open Molecules 2025 dataset; level of theory: ωB97M-V with the def2-TZVPD basis set.

**Net charge**: 0
**Max |F|**: 0.077 Eh/bohr
**Calculated total energy**: -8200.190 eV
**Spin multiplicity**: 1
**Gap between HOMO and LUMO**: 10.71 eV
**SMILES string**: Nc1ccon1
**HOMO energy**: -9.8 eV

Last column: Mulliken charge in e.
Cartesian coordinates (Å):
N  1.78540  0.61882  -0.43689  -0.4756
C  0.41467  0.24808  -0.38724  0.2982
N  -0.37318  0.42008  -1.39196  -0.1921
O  -1.60747  0.01629  -1.15100  -0.2048
C  -1.67636  -0.57515  0.39045  -0.3151
C  -0.44066  -0.43469  0.86469  -0.3631
H  2.04494  1.36544  0.20110  0.2595
H  2.43967  -0.15382  -0.35962  0.2593
H  -2.72258  -0.87847  0.48776  0.4090
H  0.13556  -0.62660  1.78273  0.3246

=====

Entry 2:
A structure of composition C33H26IrN8OP. Source: the Open Molecules 2025 dataset; level of theory: ωB97M-V with the def2-TZVPD basis set.

**Net charge**: +2
**Max |F|**: 0.013 Eh/bohr
**Calculated total energy**: -60729.759 eV
**Spin multiplicity**: 1
**Gap between HOMO and LUMO**: 8.23 eV
**HOMO energy**: -14.5 eV

Last column: Mulliken charge in e.
Cartesian coordinates (Å):
Ir  1.05602  -0.23587  0.08914  1.5283
O  0.19917  -2.51398  1.46738  -0.5882
C  -0.15798  -1.73833  0.63126  0.6612
C  -1.47175  -1.84060  -0.06631  0.3943
C  -2.20177  -3.02136  0.03826  -1.0816
C  -3.47686  -3.07694  -0.49922  -0.7905
C  -4.03526  -1.94781  -1.08586  -0.9182
C  -3.31571  -0.76364  -1.16723  -0.7588
C  -2.01126  -0.71995  -0.69178  0.6108
P  -0.94051  0.72087  -0.56342  0.7299
C  -1.75837  1.73455  0.71103  0.8857
C  -2.10077  1.10952  1.91456  -0.3171
C  -2.73996  1.81816  2.91565  -0.8138
C  -3.04540  3.16217  2.72861  -0.6641
C  -2.71732  3.78577  1.53717  -0.8775
C  -2.07800  3.07668  0.52635  -0.5002
C  -0.97792  1.74558  -2.05665  -0.3406
C  -0.02340  2.76183  -2.14465  0.2774
C  0.00329  3.61352  -3.23688  -0.7865
C  -0.92727  3.45546  -4.25507  -0.6648
C  -1.86656  2.43538  -4.18603  -0.7469
C  -1.88888  1.57682  -3.09731  -0.6501
H  -1.77051  -3.87119  0.55019  0.5644
H  -4.05157  -3.99090  -0.43531  0.4706
H  -5.04633  -1.98504  -1.46868  0.4870
H  -3.79149  0.11806  -1.57469  0.6124
H  -1.89235  0.05579  2.06832  0.3647
H  -3.01422  1.32141  3.83709  0.4860
H  -3.55175  3.71505  3.50840  0.4604
H  -2.96776  4.82657  1.38206  0.4808
H  -1.84803  3.57938  -0.40273  0.4137
H  0.69050  2.91043  -1.34265  0.1980
H  0.74491  4.39869  -3.29382  0.4673
H  -0.91314  4.12133  -5.10724  0.4109
H  -2.58395  2.30394  -4.98491  0.4780
H  -2.58564  0.74943  -3.08941  0.4650
N  0.29067  -0.69476  -3.30897  -0.0205
C  0.91965  -1.72550  -2.74906  0.4396
N  0.99183  -2.84244  -3.45062  -0.6962
C  1.69704  -3.83699  -2.92256  0.3744
N  1.72103  -5.00865  -3.53802  -0.3096
N  2.43594  -3.71356  -1.78764  -0.6652
C  2.27451  -2.60060  -1.14268  -0.1098
N  1.44741  -1.57950  -1.49308  -0.2085
C  3.09579  -2.37330  0.05990  1.0208
C  4.08033  -3.25748  0.45162  -0.5529
C  4.86864  -2.92984  1.54499  -0.5303
C  4.64706  -1.72962  2.19662  -1.0144
C  3.62593  -0.90661  1.75552  0.0854
N  2.85843  -1.22471  0.71017  -0.1444
H  -0.01656  -0.80863  -4.26157  0.2901
H  0.38506  0.23992  -2.94909  0.1580
H  1.22183  -5.13023  -4.40311  0.2641
H  2.29256  -5.75286  -3.17618  0.2555
H  4.21587  -4.17168  -0.10638  0.5292
H  5.65010  -3.59991  1.87630  0.4808
H  5.24953  -1.42497  3.04026  0.4392
H  3.41931  0.03262  2.24820  0.4819
N  0.92387  3.57467  6.44703  -0.3675
C  0.94508  2.97926  5.46640  -0.4475
C  0.96876  2.23545  4.23844  0.6083
C  1.17087  2.88697  3.02419  -0.6120
C  1.16806  2.13850  1.86857  -0.2349
N  0.97890  0.80864  1.87133  0.8387
C  0.79911  0.18106  3.04117  -0.3068
C  0.78946  0.85730  4.24400  -0.8179
H  1.32231  3.95595  2.98325  0.5533
H  1.32751  2.60408  0.90576  0.2499
H  0.65780  -0.89174  2.99206  0.4458
H  0.63414  0.31840  5.16755  0.5751